Molecular formula: C6H15NS
Method: DFT, the ωB97M-V functional and the def2-TZVPD basis

Calculated values
E_tot = -690.44455 hartree
HOMO-LUMO gap = 9.6570 eV
HOMO energy = -8.94 eV
SMILES = CCN[C@H](C)CCS

Atoms and positions in Å:
C (-1.531, 0.209, 2.642)
C (-0.268, -0.243, 1.861)
N (0.203, 0.713, 0.893)
C (0.901, 0.082, -0.246)
C (2.539, 0.211, -0.243)
C (0.265, 0.370, -1.637)
C (-0.971, -0.383, -1.763)
S (-2.164, 0.141, -2.890)
H (-2.469, -0.118, 2.207)
H (-1.422, 1.254, 2.816)
H (-1.471, -0.302, 3.608)
H (-0.566, -1.319, 1.432)
H (0.643, -0.328, 2.627)
H (-0.731, 1.233, 0.594)
H (0.942, -1.123, -0.314)
H (2.837, -0.300, 0.643)
H (2.936, -0.074, -1.194)
H (2.789, 1.237, -0.050)
H (0.352, 1.433, -1.823)
H (1.042, 0.144, -2.420)
H (-0.725, -1.617, -2.060)
H (-1.500, -0.549, -0.777)
H (-1.631, -0.671, -3.908)